Entry 1:
60
Properties=species:S:1:pos:R:3 method="wB97M-V/def2-TZVPD" s_squared=0.7511 homo_energy_ev="-10.18 / -10.17" multiplicity=2 largest_force_ev_per_a=6.744 orbital_gap_ha="0.2179 / 0.2176" e_above_lowest_ev=0.4323 charge=+1
C -2.2932 -2.4665 0.8733
C -1.0162 -2.4901 1.4770
C -1.0319 -1.5969 2.5727
H -0.1688 -3.0764 1.1672
C -2.3231 -1.0234 2.6465
C -3.1045 -1.5577 1.5980
H -4.1340 -1.3196 1.3877
H -2.5970 -3.0357 0.0104
H -0.1934 -1.3813 3.2123
H -2.6534 -0.2997 3.3732
Yb -1.3767 -0.3880 0.6753
C 4.7891 1.7481 -1.2759
H 4.2674 2.3232 -0.5161
H 5.4097 0.9957 -0.7978
H 4.0646 1.2619 -1.9230
Si 0.9668 -0.3574 -0.2398
C 1.2255 -1.3670 -1.8300
C 0.8063 -2.6988 -1.9042
H 0.3438 -3.1563 -1.0381
C 0.9474 -3.4437 -3.0664
H 0.6178 -4.4752 -3.0928
C 1.5019 -2.8634 -4.1997
H 1.6059 -3.4375 -5.1117
C 1.9254 -1.5423 -4.1518
H 2.3650 -1.0835 -5.0290
C 1.7941 -0.8109 -2.9787
H 2.1383 0.2164 -2.9551
C 2.1892 -1.0883 1.0232
C 3.0963 -2.0961 0.6867
H 3.1791 -2.4161 -0.3446
C 3.9062 -2.6935 1.6447
H 4.6010 -3.4713 1.3521
C 3.8364 -2.2893 2.9696
H 4.4677 -2.7522 3.7175
C 2.9441 -1.2864 3.3279
H 2.8828 -0.9593 4.3589
C 2.1320 -0.7038 2.3671
H 1.4326 0.0655 2.6719
H 1.5977 0.9688 -0.6156
H 5.4144 2.4116 -1.8665
C -3.6843 3.1714 3.2872
C -3.7328 4.1855 2.3873
C -3.1835 3.9846 1.1428
C -2.5487 2.7495 0.8038
N -2.4786 1.6971 1.6923
C -3.1240 1.9579 2.9286
C -2.2889 2.4379 -0.6081
C -2.7310 3.2798 -1.6602
C -2.5755 2.8757 -2.9805
C -1.9435 1.6734 -3.2615
C -1.5257 0.8614 -2.2055
N -1.7434 1.2357 -0.9070
H -4.1020 3.3080 4.2815
H -4.2333 5.1070 2.6547
H -3.3340 4.7908 0.4543
H -3.1606 1.3838 3.8198
H -3.2631 4.2040 -1.5078
H -2.9660 3.4926 -3.7809
H -1.8301 1.3475 -4.2880
H -1.1074 -0.1072 -2.4293



Entry 2:
36
Properties=species:S:1:pos:R:3 method="wB97M-V/def2-TZVPD" homo_energy_ev=-10.52 largest_force_ev_per_a=3.064 orbital_gap_ha=0.3817 e_above_lowest_ev=2.0400 smiles=O.O.O.O.O.O.O.O.O.O.O.O charge=0
O 7.5950 -13.6965 -3.1443
H 7.7137 -14.5076 -2.7175
H 6.8745 -13.3212 -2.6511
O 7.9648 -11.5569 -5.7696
H 8.3929 -10.8707 -6.2607
H 8.5393 -11.9158 -5.1055
O 6.5795 -9.0627 -6.4055
H 6.2308 -8.2861 -5.9680
H 7.5214 -8.9241 -6.4059
O 9.7537 -12.2642 -3.4476
H 10.2387 -12.2554 -2.6625
H 8.9165 -12.7317 -3.1422
O 8.1564 -9.4613 -3.5735
H 7.7494 -9.7356 -4.4049
H 9.0969 -9.3879 -3.7510
O 9.9273 -15.0506 -4.1346
H 9.8765 -15.4424 -3.2659
H 10.0014 -14.1181 -4.0103
O 5.5476 -11.1463 -4.8412
H 5.3484 -10.3452 -5.2549
H 6.4315 -11.4769 -5.1284
O 12.0789 -10.1680 -5.9933
H 12.7174 -10.0812 -6.7271
H 11.1612 -10.0603 -6.3030
O 5.7277 -11.0676 -8.1715
H 5.0309 -11.7171 -8.0776
H 5.8445 -10.5402 -7.3665
O 9.3900 -9.2009 -6.3725
H 9.6425 -9.4850 -7.2668
H 9.7232 -8.2685 -6.3810
O 7.3532 -14.0005 -7.3175
H 7.4594 -13.2008 -6.8510
H 7.1470 -14.5075 -6.5782
O 8.6752 -11.4227 -8.8132
H 8.7416 -12.1890 -9.4038
H 7.7220 -11.1075 -8.7530



Entry 3:
66
Properties=species:S:1:pos:R:3 method="wB97M-V/def2-TZVPD" s_squared=6.2582 homo_energy_ev="-14.43 / -14.52" multiplicity=5 largest_force_ev_per_a=0.948 orbital_gap_ha="0.2330 / 0.2832" e_above_lowest_ev=0.0000 charge=+2
Mn 1.3788 0.0359 0.4629
N -0.9811 0.6318 -1.1914
P -0.0904 -0.8317 -1.3956
C 0.1543 -1.0795 -3.1370
C -0.5278 -2.0974 -3.8041
C -0.3298 -2.2717 -5.1654
C 0.5447 -1.4432 -5.8520
C 1.2425 -0.4408 -5.1832
C 1.0556 -0.2612 -3.8265
C -1.1093 -2.1332 -0.6963
C -0.4723 -3.1930 -0.0510
C -1.2227 -4.1860 0.5600
C -2.6088 -4.1199 0.5337
C -3.2501 -3.0713 -0.1154
C -2.5034 -2.0827 -0.7343
P -0.1613 1.7546 -0.2541
C -1.1060 2.2292 1.1826
C -0.4446 2.5283 2.3728
C -1.1718 2.9281 3.4838
C -2.5550 3.0075 3.4106
C -3.2206 2.6995 2.2284
C -2.5005 2.3158 1.1108
C 0.2581 3.1818 -1.2280
C 0.2189 3.1449 -2.6232
C 0.5466 4.2799 -3.3471
C 0.9298 5.4379 -2.6855
C 0.9792 5.4748 -1.2971
C 0.6394 4.3522 -0.5643
H -1.6755 0.9280 -1.8716
H -1.2047 -2.7525 -3.2715
H -0.8555 -3.0585 -5.6882
H 0.6961 -1.5835 -6.9134
H 1.9422 0.1847 -5.7196
H 1.6297 0.4969 -3.3043
H 0.6111 -3.2548 -0.0162
H -0.7262 -5.0094 1.0559
H -3.1942 -4.8904 1.0163
H -4.3301 -3.0301 -0.1381
H -3.0125 -1.2623 -1.2263
H 0.6352 2.4466 2.4497
H -0.6618 3.1674 4.4065
H -3.1221 3.3091 4.2809
H -4.2984 2.7664 2.1792
H -3.0247 2.0808 0.1926
H -0.0729 2.2463 -3.1519
H 0.4998 4.2595 -4.4268
H 1.1864 6.3212 -3.2545
H 1.2728 6.3814 -0.7871
H 0.6600 4.3982 0.5177
F 3.3800 1.1917 2.3200
C 2.9699 1.1600 1.0791
F 3.5206 -0.0625 0.4837
F 3.4726 2.1608 0.4050
Se -1.0424 -0.8375 2.7014
N 0.6800 -0.9235 2.1489
C 1.3013 -1.8632 2.8728
C 2.6529 -2.2999 2.7449
C 3.0947 -3.2845 3.5692
C 2.2608 -3.9042 4.5615
C 0.9706 -3.5322 4.7088
C 0.4525 -2.5038 3.8530
N -0.7992 -2.1025 3.9012
H 3.3191 -1.8604 2.0168
H 4.1193 -3.6209 3.4822
H 2.6877 -4.6760 5.1861
H 0.3128 -3.9769 5.4420